Below is a single C3H5N3 molecule, with properties calculated with the ωB97M-V functional and the def2-TZVPD basis.

Results
E_HOMO (alpha / beta): -7.220 / -7.221 eV
multiplicity: 1
HOMO-LUMO gap (alpha / beta): 8.13 / 8.13 eV
LUMO energy (alpha / beta): 0.91 / 0.91 eV

Last column: natural (NBO) charge in e.
Cartesian coordinates (Å):
H: -2.17714 -1.75478 -0.06206  0.1991
N: -2.25501 0.18746 -0.06663  -0.2916
H: -2.01931 2.21294 -0.43978  0.1906
C: -2.00159 1.34705 0.09108  0.1680
H: 2.24369 -0.22704 0.22937  0.3421
H: 0.61267 -1.53660 -0.19325  0.1825
N: 1.68332 0.56800 -0.09283  -0.6681
C: -0.13341 -0.84028 -0.05056  -0.0351
H: 1.88025 1.47447 0.32216  0.3739
N: 0.28937 0.37910 -0.13132  -0.2776
C: -1.57988 -0.95168 -0.01086  -0.1837


Below is a molecular structure, C34H50BrCsN8O3S, with properties calculated with the ωB97M-V functional and the def2-TZVPD basis.

Results
E_HOMO: -6.315 eV
multiplicity: 1
HOMO-LUMO gap: 5.37 eV
LUMO energy: -0.95 eV

Last column: Mulliken charge in e.
Cartesian coordinates (Å):
H: -2.78487 4.09303 6.17406  0.2645
C: 5.06283 -4.05207 3.79866  -0.8684
C: 0.48923 4.82013 3.52976  -1.0534
H: 1.31503 5.48803 3.35186  0.4622
C: 3.85463 -2.05687 4.59136  -0.1768
H: 2.70663 -5.23707 -5.73284  0.4442
H: -0.68357 6.13343 4.73466  0.3337
C: -2.82397 2.08643 0.28516  -0.7119
S: 3.80773 -1.30587 3.13416  -0.3850
H: -4.79987 1.29973 -0.01324  0.5514
C: 1.19243 -2.31137 -4.65284  -0.0527
H: -5.07257 -0.88597 -0.69624  0.4023
H: -2.50537 0.25953 -4.84804  0.0974
C: 4.43743 -3.52397 6.17446  -0.4924
H: 3.26903 -4.16497 -4.44934  0.4082
N: -1.69277 2.62383 -0.41164  -0.1567
N: 3.38693 -1.61797 5.81056  0.3258
C: 2.64073 0.21643 7.20606  -0.5284
H: 3.48943 -2.25007 -6.09364  0.3556
C: 0.13533 -0.12137 -4.24514  -0.3148
H: -2.14497 -2.28827 1.53416  0.2590
H: -5.48757 -0.04827 -2.09334  0.3640
H: 3.48313 -2.40957 7.80486  0.4158
H: 0.44373 -1.01087 -6.13984  0.1818
C: 0.81243 1.51723 6.39506  -0.3427
H: -3.27607 2.91743 0.83976  0.6436
H: -1.92767 3.44933 -0.94874  0.3916
H: 4.26553 -4.52827 3.22116  0.3103
C: 0.80803 0.72153 5.25936  -0.3334
H: -1.30467 1.09303 1.40246  -2.5003
C: 0.26253 -0.27057 -2.82684  0.4018
H: 4.88133 -4.40357 6.59286  0.4243
H: 1.72663 -5.02027 -4.28564  0.3882
C: 0.52753 3.49863 2.92496  0.5712
C: -2.72397 -0.42247 0.90206  0.6543
H: -1.75687 -1.06197 2.57696  0.2820
C: 0.46473 -3.90097 -6.43034  -1.6478
C: 2.54283 -0.52277 6.02896  0.3445
H: 5.70383 -4.81437 4.23636  0.3069
C: -3.49507 0.26943 -1.39034  0.2445
H: 0.08973 2.50733 -3.39234  0.4560
H: 2.18303 -1.90867 -7.22604  0.3186
C: -0.57977 5.16123 4.26756  0.0200
Cs: 1.03343 1.21403 0.89786  1.3426
H: -4.50647 -1.41437 -2.17864  0.4211
N: 4.50503 -3.23607 4.83646  0.1774
C: -1.53237 2.98763 3.91896  0.1697
H: 1.76803 1.83633 8.29616  0.4093
O: 1.46353 3.15463 2.18576  -0.9592
C: 1.67273 -3.34317 -5.66284  1.8766
C: -0.79327 2.26033 -3.97444  -1.6128
C: 0.44573 1.64303 -6.01094  -1.9450
Br: 0.98683 -1.81967 -0.53404  -0.3472
C: -1.81717 0.66473 -5.59094  -1.5188
H: 3.05853 -3.43467 -7.33224  0.4666
H: 3.39743 -0.00707 7.94296  0.4516
C: -2.51247 -0.57267 -0.60494  -0.2217
H: -1.63737 -0.10667 -6.33554  0.3409
N: 1.64503 -0.28367 5.08726  -0.2299
H: -2.29557 1.51093 -6.08284  0.4658
C: 0.58243 -1.13487 -5.07634  -0.7984
H: -1.59377 2.01023 -3.28434  -0.0913
H: 0.09763 2.31683 6.48486  0.4369
H: -0.05747 -3.11187 -6.96584  0.3121
C: 1.73863 1.24983 7.38956  -0.8129
H: -2.77307 5.71973 5.43156  0.3546
N: -1.84127 -1.32367 1.60196  -0.3643
C: 2.38853 -4.51367 -4.98384  -2.2035
C: 1.31293 -2.48307 -3.28284  0.0178
N: -0.49097 2.65303 3.17566  0.1589
O: -0.13327 0.56143 -1.94154  -0.8218
H: 1.74273 -3.37277 -2.85404  0.5407
H: 0.10243 0.89613 4.46136  0.5663
C: -0.49797 1.09823 -4.92584  2.3409
C: -2.76667 4.64833 5.23226  -0.9796
C: -2.38647 1.01373 1.29626  1.6486
C: 2.65993 -2.69167 -6.64234  -1.6592
H: -1.23367 1.95363 -1.01814  -0.2661
H: -2.79727 1.23483 2.28186  0.5899
H: -1.09497 3.13603 -4.54994  0.5272
H: 0.02823 2.54613 -6.45404  0.4882
H: 0.60043 0.92503 -6.81064  0.3452
H: -3.08547 0.50503 -2.37684  -0.4397
H: -4.23707 2.30803 -1.35634  0.3924
C: 3.76363 -2.52637 6.77996  -0.3813
H: 0.78143 -4.65287 -7.15164  0.4664
H: 1.41113 1.88563 -5.57454  0.3966
H: -1.49657 -0.23297 -0.84864  -0.7463
N: -1.59927 4.29273 4.46886  0.2442
C: -3.94047 1.52763 -0.64994  -1.3779
N: -4.74857 -0.58467 -1.62594  -0.0137
H: -3.79957 -0.63177 1.14156  -0.0478
O: -2.47727 2.23403 4.15986  -0.8035
H: -3.65627 4.37543 4.66226  0.2707
H: -2.56297 -1.62097 -0.90434  0.8129
C: 0.85143 -1.50257 -2.43774  -0.1250
H: -0.23277 -4.36267 -5.73334  0.3462
H: 5.63673 -3.41647 3.12266  0.3295


Below is 2 unconnected molecules or ions with the total composition C3H3Cl2I, with properties calculated with the ωB97M-V functional and the def2-TZVPD basis.

Results
E_HOMO (alpha / beta): -7.581 / -6.838 eV
multiplicity: 1
HOMO-LUMO gap (alpha / beta): 5.04 / 3.22 eV
LUMO energy (alpha / beta): -2.54 / -3.62 eV

Last column: natural (NBO) charge in e.
Cartesian coordinates (Å):
Cl: 0.01573 -2.20613 2.57781  -0.0143
H: 1.01226 0.81598 -1.29114  0.2162
H: 0.13326 1.88149 -2.42279  0.1878
C: 0.20563 -0.63154 1.82332  -0.2318
C: 0.16451 0.92218 -1.96743  -0.4768
I: -0.88944 -0.63245 -2.79952  0.3288
Cl: 1.47921 0.29406 2.47629  0.0303
H: -1.50554 -0.34134 0.59266  0.1833
C: -0.61561 -0.10225 1.01079  -0.2235


Below is a molecular structure, C4H3O2, with properties calculated with the ωB97M-V functional and the def2-TZVPD basis.

Results
E_HOMO: -2.814 eV
multiplicity: 1
net charge: -1
HOMO-LUMO gap: 7.11 eV
LUMO energy: 4.30 eV

Last column: natural (NBO) charge in e.
Cartesian coordinates (Å):
O: -2.24128 0.26090 0.29191  -0.7461
H: -0.75333 -2.30433 -0.14370  0.1613
C: 1.22645 -0.15644 0.14574  0.6425
O: 2.42252 -0.18577 0.42144  -0.6262
C: -0.42287 -1.33106 -0.15036  -0.6089
C: -1.08079 -0.10873 0.04066  0.4212
H: 0.10751 1.68761 0.54781  0.1964
C: 0.21972 0.87860 -0.09208  -0.6494
H: 0.52206 1.25921 -1.06141  0.2092


One value per record, in order, for relative energy (zero: lowest compared OMol25 entry of this formula, charge and spin): 453.4, 164.5, 500.2, 171.1 kJ/mol.
One value per record, in order, for largest force on an atom: 0.0759, 0.0557, 0.0556, 0.1112 Eh/bohr.